No. 1
ORCA calculation (ωB97M-V with the def2-TZVPD basis set) on a cluster of 13 separate species, C26H78O13 in total at a distorted geometry.

Its HOMO energy is -10.047 eV. The calculation puts the energy above the lowest of the compared OMol25 structures with the same formula, charge and spin at 116.9 kcal per mole.

Structure (ORCA input):
```
! wB97M-V def2-TZVPD RIJCOSX def2/J DEFGRID3
* xyz 0 1
H -6.481 2.392 6.019
C -0.162 0.764 -0.466
O -1.112 -1.593 -7.577
H 7.964 -5.625 -1.652
C 0.491 -0.661 -0.553
H -0.055 -0.194 6.103
H -2.997 7.051 -4.688
H -7.327 2.635 4.522
H -5.370 0.392 5.279
H -0.531 6.829 -3.037
H 5.961 2.657 3.548
H 6.788 -0.986 -4.390
O 4.414 3.047 2.208
C -3.112 -4.660 3.867
H -3.156 5.603 3.815
O -1.186 6.467 -5.514
H 5.587 -6.104 -1.957
H -2.998 5.802 2.097
H 2.156 0.132 7.055
C 1.000 -7.151 -6.860
H -1.160 1.111 -7.705
H -6.335 0.349 3.821
C -5.876 1.021 4.547
H 3.557 4.284 4.671
H -4.990 -4.537 2.718
H 5.248 -2.980 4.721
C 5.441 0.685 -4.964
O -8.048 1.069 5.605
H -5.726 3.367 -3.768
H 0.151 -1.168 -1.456
C 0.099 0.634 6.795
H 0.552 -0.597 -8.126
C -1.612 6.778 -3.173
H 0.849 1.506 0.953
H 1.963 -5.359 -6.280
H 0.306 1.486 -1.135
H -8.326 1.407 6.460
H -4.853 7.358 3.870
H -6.771 0.800 -3.334
H -1.518 0.498 -6.152
H 1.181 0.993 9.431
H 1.902 -7.518 -7.349
C 4.882 2.809 3.542
O 0.072 -6.541 -7.748
H 5.220 -3.475 3.073
H -2.147 7.237 -2.341
H 0.481 -1.052 -6.410
C -6.913 2.362 -2.177
H -1.542 6.632 -6.390
H 0.262 1.594 6.306
H 7.574 -7.168 -0.904
H -2.380 7.081 3.280
H 0.435 -5.642 -5.381
H 1.848 -6.635 -5.023
O 5.423 -4.992 4.434
C -3.918 -4.683 2.588
C 5.853 -0.799 -4.918
H 5.493 -6.088 0.918
C -6.558 3.570 -3.095
O 5.308 -6.522 0.082
C -0.688 0.636 -6.845
H -5.120 1.569 3.985
C 7.439 -6.090 -0.817
H 4.469 1.900 3.981
O 5.882 -1.282 -6.246
H 6.253 1.375 -5.196
H -0.164 -7.165 -8.439
H 2.970 -3.986 5.115
O -3.431 -5.757 4.687
H -0.835 0.759 7.344
H 0.023 1.291 -6.342
H 7.785 -5.759 0.162
H -1.836 8.310 -4.746
C 1.263 0.238 7.671
H -2.046 -4.723 3.650
H -3.851 -5.610 2.018
O -4.594 7.891 1.837
H -3.307 -3.715 4.375
C -0.102 -0.694 -7.259
O -0.073 1.262 0.841
C 4.592 4.019 4.457
H -4.384 -5.873 4.672
C 3.377 -3.833 4.116
C -4.542 6.982 2.895
H -3.577 -3.905 1.904
O -7.469 1.351 -2.973
C 5.968 -5.839 -0.971
C 1.319 -6.106 -5.816
H 2.968 -2.897 3.737
H 6.405 -2.087 -6.212
H 5.039 3.654 1.805
C 4.876 -3.767 4.065
H -5.490 8.223 1.750
H -7.443 3.960 -3.598
H -1.798 5.710 -3.058
H 0.495 -7.992 -6.386
H 5.284 -5.133 5.373
H 5.081 3.819 5.410
H -5.275 6.219 2.629
O 1.612 1.237 8.609
H -0.665 -2.441 -7.645
H 4.844 1.019 -4.115
H 4.755 0.909 -5.781
H 1.138 -0.724 8.168
C -3.151 6.354 3.025
H -6.286 4.396 -2.438
C -6.948 1.861 5.189
H -5.961 2.108 -1.712
C -1.926 7.234 -4.603
H 1.567 -0.736 -0.399
H -1.205 0.685 -0.775
H 5.727 -4.789 -0.804
H 0.113 -1.308 0.239
H 5.098 4.882 4.024
H 2.976 -4.578 3.429
H -7.640 2.708 -1.441
H 5.184 -1.444 -4.348
*
```

---

No. 2
ORCA calculation (ωB97M-V with the def2-TZVPD basis set) on a cluster of 13 separate species, C26H78O13S13 in total at a distorted geometry.

Its HOMO energy is -8.327 eV. The calculation puts the energy above the lowest of the compared OMol25 structures with the same formula, charge and spin at 0.0 kcal per mole.

Structure (ORCA input):
```
! wB97M-V def2-TZVPD RIJCOSX def2/J DEFGRID3
* xyz 0 1
H 13.237 12.624 18.040
S 14.568 15.821 21.838
H 13.522 7.967 16.831
C 13.108 12.610 22.945
H 10.329 12.925 22.640
H 13.250 12.200 23.934
H 11.408 6.931 17.301
H 8.597 10.652 18.869
S 11.475 10.855 11.007
C 10.517 17.172 9.080
H 5.984 14.248 13.509
H 9.921 11.000 17.695
H 14.555 8.442 13.693
H 12.991 14.355 17.729
H 8.885 17.042 15.578
C 13.288 8.870 17.392
H 12.261 15.883 19.653
S 12.679 17.931 16.284
C 6.686 16.140 16.941
O 10.377 14.618 9.454
H 6.147 12.358 13.503
O 8.732 16.538 20.087
H 10.819 17.233 8.041
S 12.203 8.502 18.794
H 8.515 13.201 20.496
O 8.489 14.943 13.970
H 16.998 15.534 22.214
C 9.258 9.875 14.265
S 7.024 17.931 16.728
C 6.380 13.327 13.946
O 13.571 17.313 17.290
H 11.772 15.430 15.775
S 8.144 13.504 13.615
O 12.053 12.376 20.573
H 11.249 17.326 19.554
H 13.647 9.734 14.491
C 15.523 11.708 15.003
C 11.251 16.247 19.466
O 11.587 11.830 15.752
S 12.161 11.582 21.824
H 14.086 12.762 22.476
C 9.393 11.351 18.587
H 14.762 11.584 15.760
S 7.574 9.306 13.792
H 14.211 9.290 17.787
O 7.027 10.379 12.928
H 11.998 19.782 17.649
S 16.045 10.010 14.603
C 16.299 16.358 22.054
H 7.209 15.684 16.099
H 7.154 15.923 17.890
H 11.097 14.489 14.400
O 6.557 18.350 15.389
H 13.068 18.674 14.066
H 16.476 12.111 15.382
C 12.626 13.351 17.511
C 13.674 18.106 14.776
H 7.163 14.140 11.519
O 12.782 7.339 19.517
H 11.626 13.259 17.963
S 12.389 13.091 15.782
H 12.646 13.600 22.956
H 10.844 17.068 11.986
H 16.285 17.010 22.931
H 10.135 11.416 19.384
H 7.310 8.977 16.093
O 16.174 9.386 15.948
H 9.176 10.855 14.710
H 10.585 15.305 12.157
H 5.764 9.215 15.304
H 10.772 12.930 12.197
C 10.862 7.718 17.790
H 8.842 13.551 11.405
H 10.182 7.384 18.552
H 9.723 12.093 9.919
H 13.535 20.146 16.802
C 8.847 17.638 16.489
H 6.762 10.656 15.705
H 11.960 20.243 15.920
H 12.319 12.948 11.163
H 12.269 12.075 12.742
H 10.900 11.559 23.699
H 9.200 18.653 16.372
C 11.686 12.424 11.882
H 15.683 14.200 20.430
H 10.488 8.496 17.124
H 10.316 14.397 16.027
H 10.587 17.801 21.818
H 11.397 12.267 9.267
H 6.267 13.289 15.024
H 10.513 10.823 8.792
C 6.778 9.615 15.383
H 9.211 17.129 17.381
H 11.422 16.353 22.512
H 9.456 16.991 9.222
C 7.849 13.343 11.780
H 14.326 10.025 12.845
O 13.908 17.085 21.440
C 10.431 16.175 11.513
C 14.462 9.524 13.802
H 5.611 16.000 16.916
H 9.356 16.238 11.318
H 7.185 14.015 19.664
O 12.879 10.602 10.538
S 9.913 15.802 20.632
C 10.605 11.583 9.551
S 8.581 12.895 18.206
H 7.488 12.328 11.598
H 15.204 15.657 19.534
H 15.209 12.206 14.099
H 13.822 17.092 14.404
H 12.789 9.605 16.735
H 13.976 14.365 20.021
H 9.950 9.792 13.419
S 11.209 15.743 9.917
H 10.914 17.969 9.699
H 10.901 15.919 18.487
C 10.481 16.764 22.121
H 9.687 16.649 22.869
H 16.530 16.931 21.153
O 7.531 12.514 17.229
C 7.694 13.044 19.790
C 12.534 19.719 16.712
H 6.995 12.253 20.024
C 14.879 14.926 20.288
C 10.560 11.862 22.717
H 9.812 11.203 22.283
H 14.610 18.608 15.005
H 9.521 9.117 15.004
C 11.248 14.519 15.484
*
```

---

No. 3
ORCA calculation (ωB97M-V with the def2-TZVPD basis set) on a cluster of 11 separate species, C26H79N9O11 in total at a distorted geometry.

Its SMILES is COC[C@H](C)N.COC[C@H](C)N.COC[C@H](C)N.COC[C@H](C)N.COC[C@H](C)N.NC(N)=O.NC(N)=O.CO.CO.CO.CO. Its HOMO energy is -8.896 eV. The calculation puts the energy above the lowest of the compared OMol25 structures with the same formula, charge and spin at 153.5 kcal per mole.

Structure (ORCA input):
```
! wB97M-V def2-TZVPD RIJCOSX def2/J DEFGRID3
* xyz 0 1
C -9.658 4.304 -2.556
H -3.320 11.827 7.334
H -3.648 -10.510 1.065
H 3.626 3.633 -13.722
H -1.765 10.039 5.617
H 4.229 -1.048 -9.732
H -7.482 -4.654 3.649
C 4.163 -2.079 5.772
N -2.856 -3.012 -7.797
C 2.639 6.861 -1.926
C 4.805 0.298 5.614
C 4.566 -0.812 6.621
C 2.021 -0.534 -0.699
H -2.754 7.985 4.872
H 10.172 -2.468 3.118
H -5.091 -5.599 4.840
H 3.852 0.433 5.102
C -1.747 -10.189 1.251
H 3.526 -0.048 -12.141
H 4.392 -7.043 -2.022
H -1.257 9.971 8.593
H -1.400 -2.350 -2.055
H -10.803 4.328 -0.919
H -2.414 -2.161 -8.115
H -6.233 -5.218 2.449
H 5.143 1.170 6.175
N 2.437 1.117 -9.833
H -4.677 -3.630 3.473
H -1.787 -2.767 -0.383
H 9.765 -4.133 3.758
H 3.487 6.856 -2.611
H 5.594 -0.019 4.932
O 11.825 -3.637 3.760
O 4.188 -3.371 6.393
H -11.319 5.466 -2.095
H 2.829 5.604 -0.431
O -2.112 8.365 6.878
O -7.172 -3.374 2.041
H 4.721 2.371 -13.814
H -0.531 1.374 -0.715
H 6.256 -0.147 7.527
H -2.916 11.688 9.010
N -6.069 -2.423 4.310
C 4.630 -0.055 -9.530
C -5.654 -3.707 3.950
H 1.606 -1.540 -0.757
H -0.218 -2.628 -0.643
H 1.950 7.705 -1.949
O 3.338 2.035 -12.341
H 1.971 1.700 -10.514
H 6.337 -6.532 0.112
O -2.805 -5.195 -8.232
C -1.424 9.577 6.544
H -0.983 -9.681 1.840
H -0.776 12.208 6.819
H -0.741 -4.744 -9.026
H 2.987 2.027 -14.280
N -10.730 4.679 -1.863
O 1.015 0.346 -0.261
C -8.301 -3.849 1.296
C 3.848 0.988 -10.288
C -5.465 -4.623 5.150
O -9.447 4.600 -3.695
H 6.381 -5.509 -1.164
C -1.133 -2.166 -1.014
C -6.707 -4.367 2.937
C -1.452 10.577 7.708
H -1.635 -9.679 0.295
H -6.945 -2.223 3.848
C 6.015 -6.509 -0.929
H 5.698 -0.013 -9.742
H 12.041 -4.572 3.750
C 4.023 0.863 -11.807
H 5.083 0.817 -12.055
H -0.372 9.376 6.342
C -0.214 0.392 -1.068
H -1.422 -11.218 1.102
O 2.997 6.545 -0.520
H 3.726 -4.525 4.678
H -2.701 6.543 5.913
H -5.490 -1.733 3.854
H 4.596 0.236 -8.480
H -3.492 10.291 8.083
H -1.241 7.187 5.446
H -9.201 -4.252 1.761
C -1.233 -0.685 -0.606
H 2.834 -0.405 0.016
H -7.777 -4.387 0.507
H -3.749 -3.159 -7.348
C -2.246 7.514 5.713
H -3.183 -0.934 -0.680
H 6.529 -1.589 6.908
H -6.467 -4.735 5.566
N -2.526 -0.340 -1.165
H -4.804 -4.198 5.905
H 4.737 -2.104 4.845
H -9.184 3.525 -0.921
C -2.332 -4.093 -8.297
H -0.688 12.309 8.412
H -2.383 -0.810 -2.048
N -0.571 11.664 7.645
H 6.662 -7.255 -1.390
N -8.725 3.789 -1.782
H 3.700 -0.593 7.245
O 4.609 -6.703 -1.151
C -2.842 11.165 8.056
H 2.752 -4.925 6.195
H 2.341 1.678 -8.997
N -1.222 -3.864 -8.910
H -1.272 -0.579 0.478
H 2.282 -0.231 -1.713
H 0.015 0.450 -2.132
N 5.842 -1.063 7.430
H -0.759 -3.012 -8.626
C 3.666 2.550 -13.606
H 10.595 -3.792 2.195
H -7.854 3.361 -2.061
C 3.669 -4.520 5.767
O -3.047 -10.203 1.748
H 4.453 -5.260 5.922
H -8.699 -3.010 0.727
H 3.142 -1.931 5.423
C 10.489 -3.503 3.241
H 4.365 1.895 -9.975
H 1.964 6.145 -2.396
*
```

---

No. 4
ORCA calculation (ωB97M-V with the def2-TZVPD basis set) on a structure of composition C26H80N4O12 at a distorted geometry.

Its HOMO energy is -7.673 eV. The calculation puts the energy above the lowest of the compared OMol25 structures with the same formula, charge and spin at 1164.0 kcal per mole.

Structure (ORCA input):
```
! wB97M-V def2-TZVPD RIJCOSX def2/J DEFGRID3
* xyz 0 1
H -1.394 -1.038 -3.176
C -0.619 -1.901 -1.178
O 2.561 -0.568 -0.095
C -1.388 4.904 -0.411
O 2.171 0.147 -1.970
H -1.563 3.541 -2.649
H -0.143 4.515 -2.698
C 0.240 2.340 -2.659
O 3.441 -1.274 1.566
C 4.294 -1.826 -1.130
H 0.970 -0.185 1.597
O -2.116 -2.104 -2.993
O -0.779 3.693 -0.810
H -1.559 0.330 0.222
H -0.554 -2.410 3.834
C 1.230 -1.671 2.798
O 1.174 -4.131 2.240
N -5.180 -0.925 1.074
H -1.605 0.005 4.259
H -0.098 0.879 4.012
C 1.476 -2.796 1.764
H -2.512 1.381 -2.528
C -1.648 -2.808 -1.836
H 1.779 -1.020 0.488
H -1.008 -0.902 -0.976
H -1.221 -3.772 -2.112
H 4.070 -0.923 2.197
H 1.876 -1.959 3.628
H -3.713 -2.408 0.843
C 2.050 -4.592 3.235
H 1.954 2.884 -1.325
H 2.224 3.166 -3.042
H 4.626 -2.759 -1.585
H 2.901 -0.674 0.797
H 3.087 -4.448 2.931
H -2.045 1.237 3.052
O 0.840 -0.822 0.505
H 2.399 1.653 -2.373
H -0.649 0.275 -3.065
H -3.958 -2.938 -3.034
H -2.759 -3.803 -3.896
H -0.937 -2.194 0.767
C -0.717 0.642 -0.396
H 1.463 0.285 2.990
N 1.695 -0.385 2.270
H -0.926 -1.223 2.515
C -3.105 -2.789 -3.696
H -2.205 3.004 -1.891
H 0.296 2.702 0.923
C 0.716 3.061 1.862
H -5.071 -1.049 2.070
H 0.008 3.789 2.258
H -0.122 1.498 -2.069
H 1.634 3.585 1.596
H 0.377 -1.479 -3.047
C -0.213 -1.537 3.278
H 1.318 -2.651 -2.074
H -3.859 -0.160 -1.214
H 1.395 -1.001 -1.655
H -2.446 -3.019 -1.124
H -0.633 5.689 -0.446
H 0.813 -2.699 0.904
C -3.878 -1.360 0.592
H 4.132 0.512 0.563
O -1.504 -0.094 -3.288
H -1.622 4.799 0.648
H 2.161 -0.413 -1.193
H 1.821 1.300 2.426
C 3.446 1.093 1.179
O -2.716 -0.601 2.616
H 2.386 3.061 1.080
C 1.729 2.512 -2.324
H -5.797 -1.603 0.650
H -3.054 -1.755 -1.369
H -0.865 1.669 -0.731
C -0.551 3.609 -2.250
H 1.539 0.681 -0.428
C 2.838 -1.818 -0.736
H 2.607 -2.615 -0.030
C 0.702 0.534 0.255
H -3.845 2.632 -3.509
H -2.266 5.216 -0.978
O -0.201 1.182 3.107
C 2.913 2.343 0.451
N 0.017 1.889 -4.089
H 1.505 2.293 3.731
H 0.458 0.985 -4.178
H -4.797 -1.602 -1.310
H 4.491 -1.041 -1.860
N -0.203 -2.437 0.118
C -3.132 1.867 -0.494
H -0.947 1.664 -4.291
C -2.928 2.188 -1.924
H 2.997 -0.063 -2.406
H -0.792 0.054 2.603
C -1.693 0.215 3.194
H 2.207 2.054 -0.327
H -0.781 0.008 -1.280
H 2.424 -2.730 1.231
H -2.777 0.402 0.761
H 2.588 -1.139 1.977
H -3.500 2.732 0.057
C 0.706 -1.750 -2.044
H 0.521 -1.836 0.486
C -2.672 -0.595 1.189
H 0.831 1.170 1.131
H -3.765 0.984 -0.408
H -3.365 -2.285 -4.627
O 3.944 1.609 2.383
O -4.100 2.666 -2.584
H 1.844 -4.085 4.178
H 4.377 0.897 2.860
C 1.018 1.917 2.831
H 2.181 -2.008 -1.585
H -1.734 -1.082 0.923
C -3.869 -1.203 -0.900
H 3.770 2.786 -0.055
H -2.187 1.693 0.021
H 1.890 -5.659 3.386
H 4.927 -1.567 -0.281
H -0.314 -0.786 4.062
H 2.548 0.548 1.470
*
```